{"formula": "C72H180BrN11O7", "method": "ωB97M-V/def2-TZVPD", "symbols": ["Br", "O", "O", "O", "O", "O", "O", "O", "N", "N", "N", "N", "N", "N", "N", "N", "N", "N", "N", "C", "C", "C", "C", "C", "C", "C", "C", "C", "C", "C", "C", "C", "C", "C", "C", "C", "C", "C", "C", "C", "C", "C", "C", "C", "C", "C", "C", "C", "C", "C", "C", "C", "C", "C", "C", "C", "C", "C", "C", "C", "C", "C", "C", "C", "C", "C", "C", "C", "C", "C", "C", "C", "C", "C", "C", "C", "C", "C", "C", "C", "C", "C", "C", "C", "C", "C", "C", "C", "C", "C", "C", "H", "H", "H", "H", "H", "H", "H", "H", "H", "H", "H", "H", "H", "H", "H", "H", "H", "H", "H", "H", "H", "H", "H", "H", "H", "H", "H", "H", "H", "H", "H", "H", "H", "H", "H", "H", "H", "H", "H", "H", "H", "H", "H", "H", "H", "H", "H", "H", "H", "H", "H", "H", "H", "H", "H", "H", "H", "H", "H", "H", "H", "H", "H", "H", "H", "H", "H", "H", "H", "H", "H", "H", "H", "H", "H", "H", "H", "H", "H", "H", "H", "H", "H", "H", "H", "H", "H", "H", "H", "H", "H", "H", "H", "H", "H", "H", "H", "H", "H", "H", "H", "H", "H", "H", "H", "H", "H", "H", "H", "H", "H", "H", "H", "H", "H", "H", "H", "H", "H", "H", "H", "H", "H", "H", "H", "H", "H", "H", "H", "H", "H", "H", "H", "H", "H", "H", "H", "H", "H", "H", "H", "H", "H", "H", "H", "H", "H", "H", "H", "H", "H", "H", "H", "H", "H", "H", "H", "H", "H", "H", "H", "H", "H", "H", "H", "H", "H", "H", "H", "H", "H", "H", "H", "H", "H", "H", "H", "H", "H", "H"], "coordinates": [[-18.92882, -13.07629, 24.63183], [-22.31097, -7.90771, 18.22189], [-12.05599, -13.65008, 17.81102], [-18.60463, -6.07381, 18.38426], [-15.89416, -14.24340, 21.94256], [-22.38609, -13.86985, 16.25839], [-17.77156, -11.47884, 31.15965], [-26.85662, -14.00958, 23.10506], [-28.69983, -8.39512, 23.19622], [-24.64395, -6.67256, 28.25257], [-15.34502, -7.05920, 19.84789], [-25.13150, -12.67842, 16.44459], [-20.64688, -10.22696, 21.93772], [-19.80371, -17.77204, 21.91830], [-25.06342, -7.24979, 18.81413], [-24.76326, -14.34916, 24.90082], [-19.19020, -10.52894, 28.59716], [-15.85015, -11.60702, 23.41589], [-14.65578, -13.34450, 16.34085], [-19.26077, -9.75980, 27.26144], [-27.25219, -12.62390, 22.98064], [-27.20401, -8.63096, 23.30702], [-24.45162, -7.81315, 29.31373], [-26.29255, -7.32175, 23.34291], [-20.46143, -18.99296, 22.59577], [-20.82474, -17.12536, 20.92000], [-20.40552, -15.67483, 20.68000], [-22.35518, -10.46267, 23.58602], [-17.03573, -8.70441, 18.86343], [-24.45181, -13.87215, 23.50781], [-21.32891, -9.27332, 20.90978], [-21.38417, -8.50252, 17.37746], [-22.49529, -7.09777, 26.87540], [-16.28516, -19.38358, 21.09102], [-13.49800, -13.65113, 15.30592], [-21.10099, -14.27270, 16.66341], [-19.65322, -15.32561, 22.01418], [-21.30491, -6.49835, 26.16370], [-26.39688, -12.01713, 17.07972], [-19.76992, -11.82039, 20.04795], [-23.81811, -11.97478, 16.69955], [-12.98928, -15.08093, 15.26424], [-16.60167, -7.20252, 18.95602], [-29.41345, -9.74882, 22.77270], [-25.54466, -7.04500, 27.07277], [-10.93039, -13.03521, 18.42674], [-18.38989, -12.34176, 19.59435], [-17.89200, -12.32854, 32.30950], [-17.63721, -6.19232, 19.36537], [-17.79703, -12.26316, 29.91671], [-21.59995, -11.22412, 22.44328], [-17.60621, -19.09694, 21.81672], [-16.01587, -13.74761, 15.71083], [-17.89769, -9.03392, 27.01660], [-14.52023, -14.01419, 17.72714], [-25.11139, -14.16377, 16.81860], [-27.80691, -12.47681, 16.51057], [-20.42858, -11.44300, 28.64081], [-22.47161, -12.46592, 16.17483], [-14.59240, -11.80553, 16.53513], [-20.21992, -9.39877, 23.23788], [-26.71477, -5.38360, 28.29927], [-14.76682, -10.91308, 15.30633], [-23.08444, -14.46432, 23.10444], [-14.76179, -12.01588, 22.41083], [-25.65356, -14.30203, 22.52233], [-25.46677, -12.63669, 14.92324], [-23.95461, -6.22653, 18.61138], [-25.35224, -5.51256, 28.92953], [-29.11197, -9.93069, 21.28799], [-19.29596, -9.50669, 29.73866], [-22.94590, -6.82666, 17.61368], [-19.40644, -10.94455, 21.31700], [-29.33156, -7.80547, 24.50275], [-14.66298, -13.60052, 22.30406], [-21.78229, -10.75259, 28.59722], [-21.56807, -9.20574, 23.93407], [-23.36887, -5.90146, 19.96463], [-23.27854, -6.15752, 27.81214], [-13.42154, -11.36316, 22.78112], [-19.54348, -5.08768, 18.71827], [-29.14082, -7.58550, 21.88220], [-18.56806, -18.28487, 21.09364], [-15.70071, -15.58699, 21.42568], [-19.48412, -16.59369, 22.89349], [-24.76213, -14.43793, 18.30717], [-13.26201, -13.59657, 18.58015], [-24.81916, -7.57743, 23.47434], [-28.88183, -8.54470, 20.66007], [-17.84450, -11.32629, 28.78161], [-26.93260, -6.73859, 27.57075], [-16.64855, -12.20224, 23.24745], [-22.86822, -15.52819, 23.00685], [-14.01238, -13.42895, 14.37096], [-23.38091, -10.25469, 23.28152], [-18.03202, -20.08117, 22.01188], [-21.97367, -8.28223, 23.52089], [-23.11113, -7.54000, 26.09228], [-27.13714, -9.22628, 24.21763], [-15.44698, -11.65113, 17.19389], [-17.90421, -12.85781, 20.42255], [-24.56697, -14.74997, 16.07827], [-20.92048, -14.14533, 17.73078], [-26.91979, -4.63193, 27.53700], [-25.46828, -15.17744, 18.68475], [-21.12344, -12.13155, 22.81423], [-20.82545, -17.69538, 19.99092], [-14.70223, -7.83800, 19.86751], [-21.41978, -18.68861, 23.01654], [-24.52374, -5.36631, 18.25894], [-21.75409, -17.16567, 21.48813], [-17.63488, -11.86724, 27.85883], [-20.09483, -16.65193, 23.79446], [-22.89925, -6.72345, 20.50489], [-16.68961, -16.03385, 21.32330], [-17.77277, -11.69429, 33.18792], [-26.61161, -11.98123, 23.58456], [-28.90086, -6.80423, 24.49102], [-27.97664, -13.53765, 16.32641], [-19.02390, -11.52978, 22.15322], [-22.60431, -5.13542, 19.83536], [-22.62990, -11.39264, 28.84215], [-28.88412, -8.30483, 25.36214], [-15.77749, -20.27528, 21.45874], [-18.16561, -6.62176, 20.21653], [-15.67083, -7.04986, 20.80386], [-24.41283, -15.24994, 25.19389], [-13.47321, -10.27724, 22.70239], [-12.30472, -15.15629, 14.41937], [-23.77217, -14.87493, 18.17635], [-17.09573, -9.72894, 26.76780], [-25.46194, -8.08845, 26.76871], [-26.13212, -14.50807, 16.65232], [-22.15396, -8.00472, 27.37445], [-28.26297, -10.60204, 21.15922], [-20.05091, -8.76114, 29.48901], [-25.56158, -5.77786, 29.96581], [-16.42620, -19.57737, 20.02770], [-22.24159, -11.52755, 21.61604], [-26.93237, -9.27923, 22.47393], [-15.45311, -13.78135, 18.24058], [-24.32452, -13.68101, 25.51821], [-30.41876, -7.80298, 24.42465], [-15.13472, -11.62917, 21.46243], [-17.31330, -18.66350, 22.77298], [-27.44960, -5.25310, 29.09368], [-16.23599, -9.19422, 18.30790], [-25.78401, -6.70394, 19.26457], [-20.16936, -11.29025, 19.18336], [-14.84933, -6.18823, 19.72223], [-24.36865, -12.79272, 23.63443], [-19.55518, -10.53760, 26.55686], [-13.64837, -15.94899, 15.25029], [-13.43109, -12.69528, 19.16938], [-30.48333, -9.56746, 22.87561], [-22.17001, -10.34954, 27.66163], [-29.66633, -8.32032, 19.93735], [-18.99739, -18.85483, 20.26968], [-10.00420, -12.98045, 17.85467], [-27.96266, -11.93936, 15.57517], [-19.78503, -8.43006, 22.99179], [-15.47393, -18.65999, 21.17126], [-28.60769, -6.63711, 21.81563], [-27.89357, -8.45227, 20.20963], [-25.65191, -13.85647, 21.52755], [-28.57724, -12.18432, 17.22410], [-13.13942, -14.44262, 19.25636], [-23.80360, -7.46513, 30.11812], [-21.48639, -9.10844, 25.01665], [-15.12519, -15.65562, 20.50255], [-23.96213, -5.31357, 20.66500], [-19.69646, -15.67747, 19.85216], [-18.33908, -8.99828, 29.85693], [-10.60387, -13.58305, 19.31070], [-24.24534, -6.66008, 23.60581], [-20.48189, -12.58970, 20.34686], [-15.76654, -11.03830, 14.89042], [-14.60195, -15.09516, 17.61342], [-23.56360, -5.24939, 27.28096], [-26.63045, -6.70429, 24.17518], [-20.21216, -14.50827, 22.46984], [-16.08024, -13.26284, 14.73669], [-27.16555, -12.21747, 21.97297], [-14.71567, -9.86139, 15.58820], [-20.21752, -12.10392, 27.80012], [-22.46949, -12.04296, 15.17023], [-27.60334, -6.76371, 26.71193], [-18.10131, -17.33449, 20.83471], [-18.71886, -10.11674, 21.14361], [-22.42191, -11.13877, 24.43840], [-11.22934, -12.00518, 18.62102], [-21.02622, -9.40531, 17.87238], [-13.94675, -11.09922, 14.61285], [-16.11225, -10.63601, 23.32347], [-26.12691, -10.96303, 17.01576], [-25.67592, -11.62790, 14.56731], [-16.34425, -6.94205, 17.92938], [-28.31911, -12.59429, 23.20176], [-22.77035, -5.87589, 28.73439], [-20.84017, -7.22789, 25.50046], [-20.24580, -4.83739, 17.92316], [-16.83973, -12.77459, 29.81605], [-18.50110, -13.09569, 18.81505], [-26.41585, -6.48811, 22.65157], [-21.28526, -15.05987, 20.49024], [-25.31636, -8.08241, 29.92022], [-16.14811, -14.82677, 15.63320], [-17.11694, -13.09442, 32.33793], [-20.34738, -11.97360, 29.58947], [-12.62424, -13.01623, 15.45265], [-29.19014, -10.62470, 23.38184], [-24.76102, -4.61868, 29.12833], [-24.68907, -13.54187, 18.92347], [-13.12448, -11.42398, 23.82810], [-19.56578, -10.07659, 23.78628], [-20.89026, -15.34201, 16.67962], [-20.42570, -8.00807, 17.21949], [-18.47582, -16.86355, 23.20751], [-19.72640, -9.96051, 30.63134], [-30.15610, -7.24714, 22.08911], [-12.52742, -11.63047, 22.21791], [-13.85439, -13.89474, 21.63495], [-20.05740, -5.37696, 19.63494], [-21.45608, -5.57493, 25.60464], [-21.76618, -8.76214, 16.39015], [-21.71806, -11.92223, 16.74461], [-12.32184, -15.35080, 16.08265], [-18.69682, -14.82498, 21.86321], [-23.37237, -6.99882, 16.62547], [-26.24343, -13.38743, 14.77727], [-15.22305, -16.29286, 22.10516], [-22.82999, -14.03355, 22.13604], [-20.70562, -19.73369, 21.83433], [-25.45693, -7.63062, 17.96547], [-27.23551, -7.61267, 28.14723], [-24.74528, -7.99198, 19.42080], [-15.63967, -11.63883, 24.40321], [-17.00707, -10.62870, 28.79578], [-19.10972, -4.14480, 19.05134], [-16.75223, -13.40522, 16.43791], [-20.65824, -8.43281, 20.73135], [-19.77946, -19.29031, 23.39239], [-24.00820, -8.66021, 28.79031], [-17.16858, -5.28199, 19.73924], [-20.48337, -6.25855, 26.83874], [-17.70928, -11.56529, 19.24512], [-25.56322, -15.34976, 22.23562], [-13.69296, -11.52189, 17.08163], [-21.58596, -9.85888, 20.02708], [-22.31115, -14.18688, 23.82079], [-22.24801, -8.93668, 21.38938], [-25.73830, -14.27171, 25.15263], [-17.57540, -8.42832, 27.86365], [-18.60250, -12.99742, 29.90323], [-29.97123, -10.47250, 20.89272], [-24.55154, -12.95361, 14.42324], [-24.56058, -8.26813, 24.27694], [-26.22736, -12.23759, 18.13364], [-25.29208, -6.42116, 26.21536], [-23.98492, -11.02604, 16.18949], [-21.86730, -10.05367, 29.42933], [-17.19441, -9.01356, 19.89655], [-23.80013, -11.94281, 17.78893], [-14.43470, -14.19182, 23.19082], [-20.06255, -9.02639, 27.34729], [-18.89240, -12.75364, 32.22837], [-22.20039, -6.05022, 17.44202], [-18.04027, -8.32617, 26.19999], [-24.49720, -8.02682, 22.53492], [-20.29496, -13.79315, 16.10803], [-17.88774, -8.93828, 18.22507]], "forces_ev_per_a": [[-0.1, 0.8, -0.4], [-0.7, -0.3, 0.4], [-1.1, 0.4, -0.6], [0.6, 0.2, -1.1], [-0.1, 0.3, -1.2], [0.7, 0.3, 0.1], [0.0, -0.8, -2.0], [-1.1, 0.9, 0.4], [-1.6, -0.9, -1.3], [0.8, -0.7, 0.9], [-1.7, -0.4, 0.2], [-1.1, -1.4, -2.6], [1.6, 1.2, -0.4], [-1.4, -0.2, -0.7], [0.0, 0.6, 0.4], [0.1, 1.0, 0.5], [-0.7, 1.2, 0.8], [0.6, 0.1, -0.6], [1.1, 0.3, -0.4], [1.7, -0.3, 1.3], [-0.1, -0.9, -0.3], [-0.3, 1.5, -0.5], [0.2, 0.5, -0.5], [-1.5, 0.3, 1.4], [0.1, 1.3, -0.1], [0.7, -0.4, 0.8], [1.3, -1.4, 1.1], [-0.5, -1.1, -0.5], [0.9, 1.3, 0.3], [-0.1, -2.0, -1.5], [0.4, -1.1, 1.4], [1.5, -1.5, -0.5], [-0.2, -0.5, 0.1], [0.6, -0.3, -0.9], [-0.7, -1.4, -0.2], [1.2, -0.7, 0.7], [-0.2, 0.8, -0.1], [1.2, 0.5, 0.3], [1.1, -0.9, 0.6], [1.7, 1.0, 1.0], [-1.4, 0.3, 1.0], [0.8, -0.7, 0.7], [0.2, -0.8, -2.1], [0.0, 1.0, 0.0], [0.1, -0.2, 0.4], [0.1, 0.5, 0.8], [-0.4, -1.1, 0.3], [-0.1, 0.2, -0.1], [-0.5, -0.9, 1.4], [0.4, 1.0, 2.5], [-1.2, 0.5, 0.6], [1.6, -1.7, 1.5], [1.2, 0.5, 1.0], [-1.0, -0.3, -0.4], [0.6, 0.6, -0.7], [-1.6, 0.2, 0.4], [1.2, 1.1, 0.2], [0.9, -0.2, 0.0], [-1.7, -0.2, -0.6], [-1.1, -0.2, 0.4], [-1.0, -0.9, -0.7], [-1.7, -0.8, -0.7], [0.1, -0.7, 0.2], [0.4, 0.9, -0.1], [1.1, -1.7, 0.5], [1.3, 0.3, 0.2], [1.5, -0.7, 0.5], [0.1, -0.5, -0.2], [-0.9, 0.2, 1.6], [0.1, -0.7, 0.2], [-0.6, 0.2, -0.4], [0.1, 2.2, 0.5], [-1.9, 0.8, -0.4], [1.8, 0.4, -1.6], [-0.5, -0.7, 0.6], [-0.7, 0.1, 0.5], [0.5, -0.2, -0.3], [0.8, 1.0, 0.5], [-0.6, -0.3, -0.7], [0.0, 1.0, 0.5], [-0.5, 1.1, 1.0], [1.4, 0.1, 0.6], [-1.2, 1.9, 0.0], [-0.4, -0.1, 0.6], [0.3, -1.2, -1.4], [0.8, -0.4, -1.8], [0.6, -1.9, -1.1], [0.3, -0.6, -0.3], [-1.5, 0.4, 1.8], [-0.5, 0.6, -1.6], [0.4, -0.5, 0.0], [-1.0, -0.5, 0.3], [-1.2, -0.3, 0.0], [0.4, 0.2, -0.1], [0.0, 0.2, 0.0], [-0.1, 0.0, 0.2], [-0.5, -0.1, 0.3], [-0.7, 0.4, -0.1], [0.5, 0.2, 0.1], [-0.1, 0.3, 0.4], [0.2, -0.1, 0.1], [0.6, 0.4, 0.3], [-0.2, 1.1, 0.5], [0.6, 0.4, 0.3], [0.2, 0.2, 0.2], [0.6, 0.3, 0.1], [-0.4, -0.3, 0.3], [0.5, -0.3, -0.9], [0.1, 0.2, 0.2], [0.6, 0.2, -0.6], [-0.2, -0.2, -0.4], [-0.7, -0.3, -0.3], [-0.3, 0.0, -0.3], [-0.1, -0.2, -0.2], [0.0, 0.4, -0.4], [-0.2, -0.1, -0.1], [-0.3, 0.1, 0.6], [-0.6, 0.3, 0.3], [0.5, 0.0, 0.2], [0.0, -0.5, -0.1], [0.4, -0.2, -0.5], [0.5, -0.9, 0.2], [-0.5, -0.4, -0.1], [-0.5, -0.2, 0.3], [-0.1, -0.1, 1.0], [-0.2, 0.4, 0.7], [0.0, -0.8, -0.3], [-0.3, 0.2, -0.5], [-0.3, 0.0, -0.4], [0.1, -0.1, 0.9], [-0.1, 0.1, -0.1], [0.5, -0.1, 0.3], [-0.1, 0.3, 0.0], [0.1, 0.1, 0.6], [0.1, 0.1, -0.2], [0.1, 0.1, -0.5], [0.2, -0.6, 0.0], [-0.1, 0.0, -0.1], [-0.2, 0.1, 0.0], [0.0, 0.1, -0.1], [0.1, 0.5, 0.3], [0.4, 0.1, 0.6], [0.2, -0.1, 0.2], [0.0, -0.1, -0.1], [-0.3, 0.1, 0.3], [-0.1, 0.2, -0.2], [0.3, -0.5, 0.6], [-0.7, -0.2, 0.4], [-0.3, 0.4, 0.4], [0.5, 0.6, -0.5], [-0.1, 0.0, -0.4], [0.4, 0.2, -0.5], [-0.7, 0.5, -0.5], [0.2, 0.4, -0.2], [0.1, 0.2, 0.3], [0.8, 0.5, -0.3], [0.3, 0.0, -0.2], [0.1, 0.4, -0.2], [-0.6, -0.4, -0.9], [-0.3, -0.1, 0.1], [0.3, -0.4, -0.3], [-0.4, 0.6, 0.1], [0.4, -0.2, 0.2], [0.0, 0.2, 0.1], [0.9, 0.7, 0.0], [0.1, 0.2, 0.0], [-0.4, 0.1, 0.7], [0.5, 0.4, -0.5], [0.2, 0.1, -0.2], [-0.2, 0.5, -0.2], [-0.9, -0.4, -0.1], [-0.2, 0.4, -0.2], [-0.2, -0.4, 0.4], [-0.4, 0.1, 0.4], [-0.1, 0.1, 0.1], [0.3, -0.3, -0.1], [0.3, -0.2, -0.5], [0.6, 0.0, -0.5], [0.4, 0.1, -0.1], [0.0, -0.5, 0.8], [-0.1, -0.4, 0.7], [-0.2, -0.1, 0.2], [0.2, -0.5, -0.5], [0.2, -0.1, 0.3], [-0.4, -0.4, 0.1], [0.8, -0.7, -0.5], [-0.2, 0.6, 0.1], [-0.1, -0.1, -0.8], [0.1, -0.2, -0.5], [0.1, 0.1, 0.1], [0.3, 0.2, 0.5], [-0.4, -0.4, 0.0], [-0.4, 0.2, -0.3], [-0.2, 0.3, -0.5], [-0.8, 0.2, -0.5], [-0.4, -0.1, 0.4], [0.6, 0.3, 0.1], [0.3, 0.0, 0.5], [0.3, -0.1, -0.2], [-0.2, 0.0, -0.2], [0.3, -0.5, -0.2], [0.0, -0.4, 0.0], [0.0, 0.1, -0.2], [-0.5, -0.8, -1.3], [0.2, 0.1, -0.1], [-0.7, 0.1, -0.9], [0.6, 0.0, -0.1], [0.0, -0.1, -0.1], [-0.1, -0.1, -0.2], [-0.5, 0.3, 0.3], [0.4, 0.4, 0.3], [0.3, 0.0, -1.1], [-0.2, -0.1, 0.1], [-0.2, -0.8, 0.2], [0.2, 0.1, 0.0], [-0.8, -0.3, -1.2], [-0.3, 1.1, 0.1], [0.1, 0.7, 0.1], [0.9, -0.3, 0.1], [-0.3, -0.7, -0.4], [-0.4, -0.5, -0.3], [0.0, 0.6, -0.5], [-0.6, -0.5, 0.1], [-0.5, -0.1, 0.0], [-0.3, 0.0, 0.0], [0.2, -0.2, 0.2], [0.0, 0.6, 0.3], [0.2, -0.3, -0.3], [-0.3, -0.6, 0.0], [0.0, 0.5, -0.4], [0.4, 0.5, 0.6], [0.2, 0.1, 0.0], [0.5, -0.2, 0.1], [0.0, -0.1, -0.6], [-0.2, 0.4, 0.7], [0.0, -0.3, 0.1], [0.7, -0.9, 0.5], [-0.4, 0.4, 0.6], [0.6, 0.2, -0.5], [-0.2, 0.3, -0.3], [-0.1, -0.2, -0.3], [-0.2, -0.5, -0.3], [-0.1, 0.0, 0.2], [-0.1, 0.5, -0.5], [-0.1, 0.1, 0.4], [-0.3, 0.2, -0.1], [-0.2, -0.4, 0.8], [0.2, -0.6, -0.2], [0.3, 0.3, 0.1], [0.1, 0.5, 0.1], [0.1, 0.1, -0.1], [-1.0, -0.4, -0.3], [-0.2, -0.1, 0.1], [0.0, -0.2, 0.2], [0.0, 0.2, -0.3], [-0.2, -0.2, -0.2], [0.0, 0.0, 0.1], [-0.6, -0.2, 0.2], [0.3, 0.2, 0.2], [0.1, 0.5, 0.7], [0.1, 0.5, -0.3], [0.0, -0.8, -0.1], [0.1, 0.6, 0.1], [0.7, 1.1, 0.9], [0.0, -0.1, 0.1], [0.0, -0.4, 0.6], [0.0, 0.3, -0.1], [0.1, 0.0, -0.2], [0.4, -0.2, -0.1], [-0.1, 0.1, -0.2], [-0.4, 0.8, 0.3]], "spin_multiplicity": 1, "total_charge": 10, "gap_ev": 5.66}